Formula: C14H67NO22
Source: the OMol25 dataset
Level of theory: ωB97M-V with the def2-TZVPD basis set

Values from the calculation:
total charge = 0
energy = -62135.16337 eV
LUMO energy = -0.09 eV

Each line ends with the Mulliken charge.
Cartesian coordinates (Å):
H: -4.5084 1.8837 -2.0742  0.463
H: -8.7461 -1.6097 2.2616  0.288
H: 8.7046 4.3462 1.9747  0.299
O: 8.0781 3.5948 1.7168  -0.601
C: -1.9815 -0.6236 0.7530  -1.387
H: 5.9936 4.1305 4.1850  0.308
C: 2.8329 -0.7573 0.8746  0.090
C: 1.6239 -1.3734 0.3811  -0.937
H: -4.0588 -0.5168 -3.0452  0.123
C: -4.2770 -1.6089 -0.1661  0.935
O: 3.1399 4.2149 1.9469  -0.671
H: 2.3579 3.5860 2.0768  0.337
H: 3.8357 1.8963 -1.0315  0.402
H: 1.5166 -2.3515 0.7760  0.439
H: -6.3626 -5.0400 -2.4710  0.278
H: 6.7005 -0.3430 1.4689  -0.346
O: -7.6800 -0.6633 -0.4092  -0.732
H: -5.7394 -2.4139 1.0911  0.603
O: 5.9824 3.7476 5.1215  -0.604
C: 6.1562 0.3631 0.8649  -0.748
H: 6.1805 1.4489 3.1200  0.050
C: -0.7139 -1.2961 0.2002  0.103
H: -5.0234 -1.2948 -0.7969  -0.094
H: 0.6869 1.2148 -3.7592  0.383
H: -0.7016 -2.5870 -4.3854  0.305
H: 0.0634 -0.2842 2.6748  0.297
O: -0.1131 1.8206 -3.8886  -0.653
O: 6.6310 1.0294 -2.5223  -0.695
H: -3.4597 -2.8785 -1.6340  0.271
H: -4.3894 -1.7888 -5.1790  0.334
H: -6.9777 -1.2202 -2.8765  0.286
H: 4.8200 1.1699 -2.1218  0.366
C: -4.8975 -1.7405 1.2222  -1.803
H: -2.3061 1.1223 -1.1805  0.131
H: -6.2356 -2.6309 -3.2569  0.300
H: -4.3354 2.0594 -0.3692  0.238
O: -4.9704 -2.5105 -4.7725  -0.651
C: -3.8275 -3.0006 -0.6307  -1.558
C: 4.8780 0.8666 1.5280  2.513
H: 0.9695 1.2498 -1.3002  0.346
N: -3.1279 -0.6232 -0.2178  0.777
O: 3.9895 1.7387 -2.0190  -0.725
H: 0.9356 1.5952 0.3013  0.289
H: -7.7945 -0.8360 1.1748  0.413
H: -2.7025 0.5527 -3.3826  0.715
H: -4.5093 -3.8427 -0.5928  0.499
H: 8.2556 -0.9416 3.5489  0.457
O: 0.1429 -0.4436 3.6708  -0.676
O: 0.7109 1.9515 -0.6186  -0.628
H: 7.6973 -1.8385 2.2963  0.318
H: 5.9910 -0.1998 -0.0926  0.338
H: 1.7378 -1.4591 -0.6389  0.455
O: -6.8616 -2.1860 -2.5981  -0.746
C: 5.1253 1.1670 2.9670  -1.128
H: -2.2097 -0.9839 1.7758  0.276
H: 7.2172 1.7591 -2.1383  0.321
O: 5.8216 -3.1563 1.7950  -0.607
H: 2.5351 0.8402 -2.3904  0.539
H: 7.2101 0.2176 -2.6941  0.313
H: -8.2234 3.3459 -2.6944  0.300
C: 3.7553 -0.0432 1.2012  -1.613
H: -0.1627 -1.3886 3.8641  0.315
O: 8.5137 0.4544 4.5172  -0.721
H: 5.5291 -3.2291 0.8291  0.323
H: 6.1272 -4.0708 2.1015  0.288
C: -4.4331 1.2628 -1.1854  -1.158
H: 2.7899 5.0732 1.5411  0.298
H: -0.7069 -1.0995 -0.8981  0.132
O: -7.9290 -1.0216 2.1603  -0.677
O: -7.2808 3.0291 -2.5079  -0.604
H: 4.5242 2.0268 3.2681  0.372
O: -0.8024 -1.8015 -5.0153  -0.655
H: 7.1404 3.8581 1.9909  0.300
H: 9.0991 -0.0544 5.1669  0.328
O: -6.8823 -4.7701 -1.6459  -0.665
H: 7.8853 1.0405 5.0515  0.335
O: 8.3832 -1.8064 3.0395  -0.709
H: -2.4795 -1.0788 -2.8092  0.060
H: -1.6905 0.3935 0.9712  0.369
O: 0.4248 -0.6714 0.7476  0.145
H: -4.0777 2.6197 3.0437  0.317
H: -4.9454 1.5139 2.2013  0.347
H: 6.3019 4.4653 5.7592  0.293
H: -5.5222 -2.9249 -5.5124  0.295
H: -1.0392 -0.9855 -4.4660  0.371
H: -7.1409 -1.2633 -1.0200  0.329
H: 4.0615 2.6625 1.2899  0.190
C: -3.1858 0.3942 -1.2889  0.563
H: -3.0100 -3.3023 0.0434  0.250
H: -5.1113 -0.7851 1.7135  0.089
O: 1.7051 0.2917 -2.5750  -0.773
O: -4.6977 1.8250 3.1317  -0.657
H: -6.6388 3.6618 -2.9677  0.316
H: 4.7989 0.3663 3.6359  0.486
H: 1.9771 -0.5192 -3.1156  0.254
H: -6.9148 -3.7594 -1.6105  0.424
H: -0.7774 -2.3906 0.3860  0.208
H: -8.2992 -0.1048 -0.9823  0.310
O: 4.6556 2.0080 0.8031  -0.517
H: -5.3761 0.7022 -1.0073  0.187
H: -4.1825 -2.1938 1.8641  0.482
H: 6.8324 1.2338 0.6506  0.263
H: 0.0738 2.6951 -3.4152  0.288
C: -3.0794 -0.1818 -2.7698  -1.283